(1)
The following is a quantum chemistry calculation of a cluster of 11 separate species, C23H68N2O11 in total, from the Open Molecules 2025 dataset.

The geometry in XYZ format:
```
104
Properties=species:S:1:pos:R:3
N 1.291 -3.249 -2.846
C 1.168 -4.194 -1.778
N 1.483 -5.517 -2.198
O 0.873 -3.921 -0.624
H 0.972 -2.319 -2.635
H 1.517 -3.556 -3.747
H 1.152 -5.875 -3.070
H 1.283 -6.121 -1.433
C -0.381 4.335 1.420
C -1.014 3.697 0.119
C -1.459 4.720 -0.827
O 0.098 2.935 -0.425
H -1.109 4.864 2.018
H 0.329 5.071 1.056
H 0.095 3.525 1.991
H -1.784 3.002 0.412
H -2.054 5.383 -0.198
H -2.103 4.333 -1.609
H -0.596 5.286 -1.214
H -0.056 2.552 -1.295
C -4.660 0.852 0.059
C -4.606 1.692 -1.102
C -5.834 1.407 -2.020
O -4.761 3.088 -0.752
H -4.473 -0.158 -0.189
H -5.648 0.969 0.518
H -3.878 1.141 0.781
H -3.699 1.513 -1.662
H -5.796 2.054 -2.895
H -6.753 1.648 -1.490
H -5.776 0.404 -2.439
H -4.004 3.527 -0.388
C -1.565 -0.894 -4.012
C -1.390 -1.674 -5.310
O -0.910 -0.909 -6.437
H -0.594 -0.460 -3.729
H -1.901 -1.425 -3.133
H -2.182 -0.017 -4.288
H -2.386 -2.070 -5.668
H -0.675 -2.551 -5.172
H -1.515 -0.178 -6.621
C 4.395 0.579 1.728
C 5.417 0.512 0.571
O 6.086 1.845 0.567
H 3.519 -0.049 1.552
H 4.138 1.602 1.906
H 4.785 0.259 2.670
H 4.875 0.399 -0.387
H 6.095 -0.316 0.778
H 6.892 1.849 0.023
C -2.985 -1.615 4.636
C -2.781 -0.885 3.297
O -3.414 0.432 3.339
H -2.406 -1.076 5.407
H -2.617 -2.630 4.479
H -4.014 -1.677 4.884
H -3.264 -1.274 2.418
H -1.698 -0.853 3.083
H -3.117 0.915 4.119
C 2.675 2.687 -2.646
C 1.425 2.891 -3.497
O 0.451 1.914 -2.998
H 2.509 1.685 -2.231
H 2.679 3.397 -1.769
H 3.657 2.812 -3.158
H 1.680 2.792 -4.557
H 1.000 3.896 -3.437
H -0.179 1.630 -3.659
C 1.239 1.239 3.623
C 0.371 1.994 4.652
O -1.026 1.835 4.315
H 1.136 1.804 2.667
H 0.998 0.163 3.484
H 2.285 1.328 3.871
H 0.550 3.044 4.598
H 0.379 1.725 5.686
H -1.181 1.882 3.366
C 5.158 -2.809 0.332
C 3.704 -3.016 -0.187
O 3.108 -1.784 -0.281
H 5.671 -2.097 -0.276
H 5.629 -3.795 0.261
H 5.104 -2.521 1.376
H 3.272 -3.624 0.589
H 3.671 -3.568 -1.170
H 2.147 -1.719 -0.373
C -0.859 -0.092 0.735
C -0.711 -0.518 -0.725
O 0.602 -0.592 -1.273
H -0.392 -0.813 1.426
H -1.904 0.120 1.001
H -0.297 0.889 0.851
H -1.192 0.233 -1.354
H -1.174 -1.506 -0.798
H 0.889 0.320 -1.302
C 0.576 -3.110 2.833
C -0.289 -4.162 2.254
O -1.045 -3.740 1.203
H 1.329 -3.535 3.495
H -0.078 -2.523 3.504
H 0.909 -2.525 1.986
H -0.995 -4.628 2.998
H 0.357 -4.960 1.890
H -0.443 -3.568 0.458
```

Energy above the lowest of the compared OMol25 structures with the same formula, charge and spin = 25.5 kcal per mole
LUMO level = 0.0105 Ha
HOMO level = -9.5 eV
HOMO-LUMO gap = 9.81 eV

Mulliken atomic charge list, values in e, 99 entries: -0.11, 0.15, -0.56, -0.39, 0.05, 0.17, 0.22, 0.28, -1.62, 1.89, -1.80, -0.24, 0.42, 0.46, 0.20, -0.49, 0.51, 0.43, 0.29, -0.02, -0.89, 1.07, -1.61, -0.62, 0.38, 0.40, 0.00, -0.11, 0.40, 0.38, 0.35, 0.25, -0.31, -0.40, -0.54, -0.20, 0.30, 0.39, 0.30, 0.15, 0.30, -1.05, -0.06, -0.57, 0.16, 0.44, 0.43, 0.15, 0.21, 0.28, -1.36, 0.48, -0.58, 0.30, 0.33, 0.42, 0.43, -0.19, 0.29, -0.44, -0.44, -0.39, -0.14, 0.15, 0.42, 0.43, 0.27, 0.10, -0.22, -0.66, -0.53, 0.03, -0.04, 0.46, 0.28, 0.41, 0.31, -1.50, 0.12, -0.18, 0.27, 0.48, 0.32, 0.21, 0.21, 0.10, 2.22, -0.79, -0.08, -1.12, -0.59, -0.38, 0.35, 0.44, -0.12, -0.16, -0.45, -0.55, 0.51

(2)
The following is a quantum chemistry calculation of a cluster of 9 separate species, C23H71O30P7 in total, from the Open Molecules 2025 dataset.

The geometry in XYZ format:
```
131
Properties=species:S:1:pos:R:3
C 16.542 -11.812 -4.581
O 17.560 -11.146 -5.349
H 16.092 -12.529 -5.267
H 16.910 -12.185 -3.626
H 15.697 -11.160 -4.363
H 18.069 -11.720 -5.926
C 16.698 -9.526 -2.026
O 17.098 -8.389 -1.264
H 17.219 -9.482 -2.983
H 16.957 -10.511 -1.638
H 15.616 -9.510 -2.151
H 16.792 -7.626 -1.760
C 16.595 -14.085 -1.029
O 15.686 -14.632 -1.869
P 14.338 -13.874 -2.118
O 14.509 -12.449 -2.472
O 13.565 -14.782 -3.283
C 14.251 -14.927 -4.485
O 13.413 -14.186 -0.778
C 12.413 -13.214 -0.478
H 16.719 -13.038 -1.306
H 17.635 -14.408 -0.979
H 16.221 -14.115 -0.005
H 13.731 -15.690 -5.064
H 15.341 -14.920 -4.466
H 13.983 -14.064 -5.095
H 11.373 -13.439 -0.714
H 12.548 -12.245 -0.959
H 12.355 -13.051 0.599
C 18.607 -4.809 -7.197
O 19.492 -5.825 -7.623
P 20.525 -6.649 -6.622
O 21.531 -7.501 -7.303
O 21.125 -5.548 -5.615
C 22.207 -5.773 -4.714
O 19.469 -7.446 -5.682
C 19.851 -8.515 -4.851
H 18.320 -4.829 -6.146
H 17.700 -5.132 -7.709
H 18.992 -3.860 -7.571
H 22.505 -6.806 -4.532
H 21.951 -5.266 -3.783
H 23.078 -5.191 -5.013
H 19.347 -9.400 -5.238
H 19.622 -8.346 -3.799
H 20.936 -8.601 -4.908
C 22.122 -10.894 -7.141
O 22.122 -12.337 -7.070
P 21.230 -13.219 -6.101
O 19.780 -12.880 -5.897
O 21.480 -14.764 -6.684
C 20.923 -15.093 -8.030
O 22.041 -13.150 -4.717
C 23.479 -13.069 -4.769
H 23.084 -10.474 -6.848
H 21.345 -10.434 -6.531
H 21.859 -10.567 -8.147
H 20.503 -16.092 -8.150
H 21.775 -15.133 -8.709
H 20.133 -14.438 -8.397
H 23.728 -12.010 -4.703
H 23.827 -13.494 -5.710
H 24.008 -13.734 -4.087
C 8.392 -8.067 -5.959
O 9.241 -9.166 -6.285
P 9.971 -10.049 -5.056
O 8.987 -10.739 -4.119
O 11.065 -10.933 -5.845
C 12.122 -11.693 -5.218
O 10.944 -8.985 -4.330
C 11.910 -8.291 -4.917
H 8.906 -7.122 -6.138
H 8.169 -8.120 -4.893
H 7.495 -8.141 -6.574
H 12.124 -11.693 -4.128
H 13.119 -11.384 -5.532
H 11.996 -12.740 -5.491
H 12.837 -8.595 -4.431
H 11.688 -7.224 -4.874
H 11.916 -8.498 -5.988
C 18.772 -9.477 1.614
O 19.062 -10.118 0.296
P 20.432 -11.050 0.114
O 21.637 -10.259 -0.343
O 20.509 -11.904 1.502
C 21.448 -13.029 1.483
O 19.953 -12.126 -0.983
C 19.982 -11.893 -2.347
H 19.635 -9.422 2.277
H 17.942 -10.031 2.053
H 18.285 -8.531 1.375
H 22.218 -12.822 2.226
H 21.888 -13.345 0.537
H 20.845 -13.825 1.921
H 18.940 -11.984 -2.653
H 20.420 -12.660 -2.985
H 20.300 -10.873 -2.559
C 13.387 -9.354 -8.412
O 13.159 -8.061 -7.912
P 14.465 -7.179 -7.531
O 15.346 -6.915 -8.692
O 15.146 -7.993 -6.403
C 16.291 -7.622 -5.766
O 13.858 -5.802 -6.804
C 14.773 -4.886 -6.287
H 12.626 -9.639 -9.138
H 13.291 -10.001 -7.541
H 14.398 -9.604 -8.735
H 17.023 -8.415 -5.917
H 16.212 -7.460 -4.691
H 16.736 -6.798 -6.324
H 14.514 -3.891 -6.650
H 15.858 -4.906 -6.396
H 14.642 -4.873 -5.205
C 18.392 -9.823 -8.837
O 17.994 -9.355 -10.152
P 17.122 -10.239 -11.208
O 16.337 -11.329 -10.630
O 18.337 -10.783 -12.203
C 18.192 -11.825 -13.154
O 16.392 -9.160 -12.288
C 15.621 -8.134 -11.746
H 19.376 -9.399 -8.636
H 18.331 -10.910 -8.788
H 17.638 -9.467 -8.135
H 19.142 -12.059 -13.636
H 17.425 -11.553 -13.879
H 18.031 -12.687 -12.506
H 16.252 -7.296 -11.451
H 14.993 -8.292 -10.869
H 14.946 -7.891 -12.567
```

<S²> = 0.75
2S+1 = 2
LUMO level (alpha / beta) = 0.0735 / 0.0710 Ha
HOMO level (alpha / beta) = 0.6 / -7.4 eV
Charge = -1
HOMO-LUMO gap (alpha / beta) = 1.45 / 9.36 eV

Mulliken atomic charge list, values in e, 99 entries: -0.61, 0.35, 0.30, -0.05, 0.10, -0.04, -0.25, 0.12, -0.13, -0.21, 0.18, 0.01, -0.51, -0.28, 1.12, -0.20, -0.41, -0.60, -0.42, -0.73, -0.07, 0.31, 0.37, 0.36, 0.37, 0.00, 0.29, 0.22, 0.29, -0.81, -0.23, 1.11, -0.79, -0.05, -1.04, -0.11, -0.49, 0.40, 0.09, 0.43, 0.24, 0.35, 0.32, -0.17, 0.37, 0.41, -0.57, -0.33, 1.22, -0.53, -0.38, -0.74, -0.25, -0.94, 0.35, -0.10, 0.34, 0.31, 0.29, 0.24, 0.26, 0.30, 0.34, -0.71, -0.34, 1.01, -0.71, -0.33, -0.57, -0.26, -0.78, 0.23, 0.35, 0.25, 0.38, 0.09, 0.34, 0.42, 0.35, 0.08, -1.01, -0.19, 0.77, -0.62, -0.28, -0.80, -0.11, -0.23, 0.39, 0.30, 0.22, 0.30, 0.29, 0.27, -0.26, 0.23, 0.40, -0.19, -0.38

(3)
The following is a quantum chemistry calculation of a cluster of 13 separate species, C23H72F3N16O15S in total, from the Open Molecules 2025 dataset.

The geometry in XYZ format:
```
130
Properties=species:S:1:pos:R:3
C 0.533 -0.472 -0.581
F 0.176 -1.754 -0.654
F 1.489 -0.211 -1.480
F -0.529 0.268 -0.895
S 1.071 -0.036 1.138
O -0.004 -0.515 1.984
O 2.346 -0.694 1.348
O 1.121 1.409 1.083
C 5.508 1.657 4.833
C 4.165 1.168 4.308
C 3.357 2.206 3.566
O 3.168 3.324 4.424
C 2.684 4.425 3.726
N 4.451 0.048 3.353
H 6.202 1.800 3.999
H 5.962 0.885 5.457
H 5.390 2.577 5.399
H 3.627 0.687 5.133
H 2.379 1.805 3.287
H 3.964 2.539 2.714
H 2.805 5.346 4.297
H 1.630 4.319 3.439
H 3.200 4.633 2.775
H 4.879 -0.713 3.882
H 3.560 -0.421 3.154
C -2.561 0.767 -3.456
C -3.807 0.805 -4.327
C -4.648 2.051 -4.076
O -5.942 1.809 -4.604
C -6.613 2.976 -5.009
N -3.469 0.603 -5.743
H -2.889 0.687 -2.420
H -1.922 1.614 -3.683
H -2.022 -0.160 -3.657
H -4.484 -0.006 -4.034
H -4.240 2.955 -4.550
H -4.709 2.248 -2.996
H -6.053 3.474 -5.803
H -6.773 3.681 -4.177
H -7.635 2.697 -5.263
H -2.805 1.339 -6.004
H -4.273 0.907 -6.297
C -4.115 1.758 2.536
C -3.163 2.408 3.536
C -3.462 2.273 5.000
O -4.855 2.399 5.230
C -5.191 2.558 6.583
N -1.729 2.101 3.315
H -5.069 2.293 2.494
H -4.398 0.720 2.738
H -3.722 1.767 1.517
H -3.323 3.469 3.278
H -2.920 3.008 5.600
H -3.162 1.256 5.305
H -4.485 3.213 7.102
H -5.238 1.569 7.061
H -6.189 2.990 6.662
H -1.663 1.122 3.624
H -1.660 1.917 2.313
C -1.512 -5.541 -7.584
C -1.764 -4.994 -6.171
C -0.681 -4.051 -5.724
O -0.861 -3.703 -4.378
C -0.146 -2.582 -3.935
N -3.098 -4.360 -6.166
H -0.675 -6.240 -7.598
H -1.337 -4.753 -8.320
H -2.423 -6.057 -7.881
H -1.837 -5.889 -5.548
H -0.620 -3.194 -6.414
H 0.308 -4.531 -5.839
H -0.462 -1.660 -4.447
H 0.934 -2.731 -3.980
H -0.506 -2.374 -2.926
H -2.994 -3.369 -6.363
H -3.548 -4.408 -5.261
O -0.192 -3.846 1.888
H -0.939 -4.235 2.352
H -0.373 -2.898 1.906
O -2.241 -0.921 3.441
H -1.398 -0.961 2.965
H -2.864 -1.267 2.781
C -3.355 -3.188 0.478
O -2.908 -2.435 1.340
N -2.589 -3.550 -0.596
N -4.565 -3.812 0.603
H -2.914 -4.117 -1.354
H -1.644 -3.211 -0.565
H -5.025 -3.751 1.492
H -4.830 -4.550 -0.022
C 4.483 -3.549 0.966
O 5.194 -4.480 0.585
N 4.978 -2.345 1.401
N 3.131 -3.569 1.092
H 4.325 -1.624 1.641
H 5.955 -2.234 1.587
H 2.724 -2.708 1.414
H 2.500 -4.268 0.745
C 2.283 -0.814 4.977
O 2.790 -0.914 6.085
N 2.122 -1.854 4.104
N 1.743 0.359 4.483
H 1.993 -1.625 3.131
H 2.364 -2.787 4.381
H 0.932 0.253 3.897
H 1.836 1.128 5.124
C 5.540 0.926 -0.457
O 6.116 1.384 -1.436
N 4.475 0.084 -0.561
N 5.852 1.377 0.812
H 4.242 -0.279 -1.465
H 3.772 -0.001 0.154
H 5.336 0.984 1.592
H 6.298 2.272 0.735
C 2.660 4.546 0.847
O 3.238 5.615 0.681
N 3.148 3.351 0.416
N 1.466 4.461 1.509
H 4.054 3.288 -0.009
H 2.657 2.484 0.590
H 0.960 3.597 1.611
H 1.153 5.259 2.026
C 1.549 0.931 -5.225
O 1.355 1.588 -6.241
N 2.503 -0.046 -5.141
N 0.762 1.099 -4.111
H 2.672 -0.471 -4.251
H 3.108 -0.079 -5.940
H -0.124 1.546 -4.215
H 0.967 0.749 -3.192
```

LUMO level = 0.0585 Ha
HOMO level = -6.9 eV
Charge = -1
HOMO-LUMO gap = 8.46 eV

Mulliken atomic charge list, values in e, 99 entries: 0.11, -0.19, -0.27, -0.15, 1.21, 0.03, -0.75, -0.66, -1.86, 0.81, -0.29, -0.47, -0.69, -0.60, 0.31, 0.48, 0.34, 0.17, 0.08, 0.73, 0.29, 0.21, 0.30, 0.35, 0.48, -1.08, 0.44, -0.92, -0.33, -0.75, -0.69, 0.40, 0.21, 0.21, 0.26, 0.37, 0.36, 0.33, 0.29, 0.25, 0.28, 0.28, -1.60, 0.67, -0.61, -0.31, -0.73, -0.45, 0.43, 0.22, 0.46, 0.20, 0.36, 0.32, 0.31, 0.27, 0.23, 0.08, 0.11, -1.55, 0.48, -0.84, -0.26, -0.51, -0.69, 0.37, 0.32, 0.39, 0.34, 0.36, 0.34, 0.31, 0.36, 0.01, 0.25, 0.26, -0.60, 0.31, 0.16, -0.72, 0.44, 0.51, 0.51, -0.58, -0.19, -0.44, 0.15, 0.09, 0.23, 0.15, 0.41, -0.73, -0.12, -0.13, 0.11, 0.19, 0.10, 0.17, -0.35

(4)
The following is a quantum chemistry calculation of a cluster of 14 separate species, C23H74N2O15 in total, from the Open Molecules 2025 dataset.

The geometry in XYZ format:
```
114
Properties=species:S:1:pos:R:3
N -0.483 0.062 0.421
H 0.355 -0.497 0.349
H -1.145 -0.158 -0.309
H -0.162 1.008 0.272
H -0.981 -0.048 1.293
N 0.367 3.402 0.395
O -0.105 3.196 1.509
O 1.011 4.450 0.171
O 0.283 2.584 -0.522
C -2.405 5.543 0.717
O -1.902 5.174 1.954
H -2.689 4.610 0.231
H -3.299 6.166 0.738
H -1.635 5.995 0.091
H -1.196 4.561 1.737
C -4.213 2.203 -0.558
O -5.568 2.211 0.056
H -4.023 3.018 -1.257
H -3.522 2.189 0.285
H -3.820 1.281 -0.988
H -6.152 1.817 -0.596
C 3.436 3.352 3.139
C 2.763 1.912 3.017
C 3.643 0.783 3.734
O 1.559 2.005 3.637
H 4.417 3.379 2.666
H 3.703 3.703 4.135
H 2.779 4.055 2.627
H 2.609 1.711 1.957
H 3.637 1.149 4.760
H 4.647 0.733 3.311
H 3.143 -0.185 3.767
H 0.931 2.389 3.020
C 3.348 4.401 -2.477
C 3.122 2.916 -3.081
C 4.404 2.277 -3.485
O 2.540 2.110 -2.102
H 3.614 5.213 -3.154
H 4.012 4.452 -1.614
H 2.460 4.617 -1.883
H 2.365 2.880 -3.864
H 5.120 2.178 -2.669
H 4.867 3.045 -4.104
H 4.295 1.393 -4.114
H 1.875 2.642 -1.659
C -0.255 -2.060 5.018
C 0.601 -2.050 3.769
C 0.114 -2.997 2.751
O 0.627 -0.788 3.163
H 0.172 -1.726 5.964
H -0.458 -3.107 5.245
H -1.258 -1.641 5.088
H 1.594 -2.322 4.125
H 0.312 -3.973 3.195
H 0.717 -2.915 1.847
H -0.908 -2.688 2.531
H 0.862 -0.078 3.766
C -0.715 -0.066 -3.612
C -2.078 -0.324 -2.852
C -3.076 -1.098 -3.751
O -1.744 -1.171 -1.726
H -0.246 -0.950 -4.044
H 0.016 0.408 -2.956
H -0.883 0.553 -4.493
H -2.535 0.645 -2.652
H -2.810 -2.146 -3.886
H -3.116 -0.598 -4.718
H -4.072 -1.237 -3.329
H -1.868 -2.103 -1.920
C -2.873 1.140 3.312
C -3.239 -0.220 2.849
C -4.781 -0.393 2.986
O -2.803 -0.497 1.506
H -1.804 1.268 3.484
H -3.514 1.376 4.161
H -3.074 1.818 2.483
H -2.770 -0.984 3.468
H -5.384 0.182 2.284
H -5.045 -0.019 3.975
H -5.132 -1.398 2.752
H -3.103 -1.395 1.353
C 2.988 -2.211 0.675
C 3.295 -0.829 0.156
C 4.350 -0.822 -0.956
O 2.117 -0.267 -0.340
H 2.426 -2.748 -0.089
H 2.470 -2.116 1.629
H 3.916 -2.720 0.937
H 3.749 -0.061 0.783
H 4.585 0.122 -1.448
H 3.997 -1.455 -1.770
H 5.273 -1.223 -0.539
H 2.314 0.499 -0.883
C 2.229 -2.869 -4.308
C 1.802 -4.084 -3.451
C 0.744 -3.710 -2.520
O 1.589 -5.244 -4.133
H 1.492 -2.564 -5.052
H 3.179 -3.012 -4.822
H 2.397 -2.107 -3.547
H 2.593 -4.300 -2.733
H 0.365 -4.631 -2.077
H -0.077 -3.225 -3.049
H 1.040 -2.975 -1.771
H 0.649 -5.429 -4.202
O -5.548 -1.920 -1.084
H -4.682 -2.164 -0.759
H -5.681 -2.475 -1.852
O -3.119 -3.155 0.517
H -2.948 -3.165 -0.424
H -3.512 -4.010 0.698
O -2.431 -4.184 -1.850
H -2.755 -4.159 -2.750
H -2.281 -5.113 -1.674
```

LUMO level = -0.0304 Ha
HOMO level = -8.8 eV
HOMO-LUMO gap = 8.02 eV

Mulliken atomic charge list, values in e, 99 entries: 1.81, -0.21, -0.10, -0.07, -0.07, 1.21, -0.60, -0.66, -1.04, -0.23, -0.60, -0.12, 0.30, 0.24, 0.35, 0.19, -0.58, 0.42, -0.30, -0.10, 0.30, -1.53, 1.82, -1.40, -0.67, 0.41, 0.34, 0.32, -0.70, 0.51, 0.34, 0.10, 0.26, -1.27, 0.66, -1.54, -0.22, 0.41, 0.33, 0.30, 0.26, 0.30, 0.49, 0.33, -0.13, -1.78, 0.52, -0.71, 0.23, 0.43, 0.47, 0.20, 0.28, 0.52, 0.02, -0.02, 0.01, -1.25, 0.93, -1.50, 0.07, 0.16, 0.11, 0.50, 0.33, 0.32, 0.45, 0.27, -0.55, -1.05, 1.22, -1.64, -0.06, 0.09, 0.55, 0.09, -0.31, 0.25, 0.48, 0.38, -0.04, -0.47, 1.12, -1.41, 1.00, -0.18, -0.43, 0.57, -0.07, 0.15, 0.23, 0.43, -0.60, -0.90, 0.55, -0.74, -0.58, 0.26, 0.36

Number 1: energy -50454.083 eV, strongest force on any atom 0.0801 Eh/bohr. Number 2: energy -151459.412 eV, strongest force on any atom 0.1185 Eh/bohr. Number 3: energy -98567.452 eV, strongest force on any atom 0.0467 Eh/bohr. Number 4: energy -58738.225 eV, strongest force on any atom 0.0742 Eh/bohr.